1.
{
  "formula": "C5H7N",
  "method": "ωB97M-V/def2-TZVPD",
  "multiplicity": 1,
  "total_charge": 0,
  "species": ["C", "C", "C", "C", "C", "N", "H", "H", "H", "H", "H", "H", "H"],
  "coordinates": [[1.18, -0.37, -1.57], [0.07, 0.06, -0.69], [-1.09, -0.02, 1.35], [0.07, 0.80, 0.65], [-1.11, -0.50, -0.46], [-2.09, -0.72, 0.25], [2.06, -0.66, -0.98], [0.86, -1.24, -2.15], [1.49, 0.41, -2.27], [-0.66, -0.83, 1.94], [-1.81, 0.58, 1.89], [1.02, 0.66, 1.19], [-0.11, 1.89, 0.60]]
}

2.
{
  "formula": "C5H7N",
  "method": "ωB97M-V/def2-TZVPD",
  "multiplicity": 1,
  "total_charge": 0,
  "species": ["C", "C", "C", "C", "C", "N", "H", "H", "H", "H", "H", "H", "H"],
  "coordinates": [[-1.14, 1.03, -0.26], [-0.05, 0.10, -0.74], [1.32, 0.13, -0.12], [0.42, -1.06, 0.11], [-0.82, -1.44, 1.98], [0.28, -1.19, 1.61], [-2.13, 0.59, -0.44], [-1.09, 1.99, -0.78], [-1.06, 1.22, 0.82], [-0.09, -0.14, -1.80], [1.48, 0.80, 0.72], [2.20, -0.04, -0.74], [0.68, -2.00, -0.37]]
}

3.
{
  "formula": "C5H7N",
  "method": "ωB97M-V/def2-TZVPD",
  "multiplicity": 1,
  "total_charge": 0,
  "species": ["C", "N", "C", "C", "C", "C", "H", "H", "H", "H", "H", "H", "H"],
  "coordinates": [[-1.69, -0.51, -0.11], [-0.55, -0.27, 0.72], [-0.04, 1.11, 0.84], [0.64, 0.10, 0.03], [1.86, -0.60, 0.46], [2.44, -0.61, -0.63], [-1.70, -1.55, -0.45], [-1.72, 0.16, -0.99], [-2.59, -0.35, 0.49], [-0.52, 1.89, 0.26], [0.34, 1.41, 1.81], [0.57, 0.38, -1.07], [2.96, -1.15, -1.37]]
}

4.
{
  "formula": "C5H7N",
  "method": "ωB97M-V/def2-TZVPD",
  "multiplicity": 1,
  "total_charge": 0,
  "species": ["C", "C", "C", "C", "N", "C", "H", "H", "H", "H", "H", "H", "H"],
  "coordinates": [[-1.71, 0.51, -0.54], [-0.50, 0.48, -1.10], [0.51, -0.47, -0.55], [1.58, -0.21, 0.48], [0.82, 0.49, 1.49], [0.34, -0.79, 0.93], [-1.93, -0.16, 0.29], [-2.51, 1.15, -0.88], [-0.28, 1.09, -1.98], [0.83, -1.24, -1.27], [2.61, -0.54, 0.53], [0.31, 1.27, 1.07], [-0.05, -1.59, 1.54]]
}

Quick rundown of ΔE to the lowest compared entry with this formula, charge and spin, same order as above: 101.45 69.71 133.94 83.75 kcal per mole